{
  "formula": "C20H30N3",
  "method": "wB97M-V/def2-TZVPD",
  "elements": ["C", "C", "N", "C", "C", "C", "C", "C", "C", "C", "C", "C", "C", "C", "C", "N", "C", "C", "N", "C", "C", "C", "C", "H", "H", "H", "H", "H", "H", "H", "H", "H", "H", "H", "H", "H", "H", "H", "H", "H", "H", "H", "H", "H", "H", "H", "H", "H", "H", "H", "H", "H", "H"],
  "xyz": [[0.3489, 0.4841, -0.2988], [1.7350, 0.4248, -0.2610], [2.6148, 1.4532, -0.4584], [4.0075, 1.3154, -0.0210], [5.0088, 2.0203, -0.9430], [4.5889, 3.4510, -1.3505], [3.0838, 3.6303, -1.6041], [2.2009, 2.8618, -0.6001], [-0.5878, -0.6902, -0.4502], [-1.7173, -0.4449, -1.4911], [-2.0520, -1.3515, -2.5262], [-3.2542, -1.2008, -3.2520], [-4.0727, -0.1035, -3.0119], [-3.6826, 0.8734, -2.1081], [-2.4690, 0.7442, -1.4153], [-1.0939, -1.4500, 0.9122], [-1.9090, -0.4584, 1.7315], [-2.3847, -1.0412, 3.0572], [-1.9039, -2.4272, 3.2182], [-2.4205, -3.2763, 2.1083], [-1.9438, -2.7463, 0.7566], [-0.4156, -2.4163, 3.1764], [0.0760, -1.8815, 1.8325], [-0.0786, 1.5093, -0.2716], [2.2101, -0.5702, -0.1234], [4.2370, 0.2484, 0.0556], [4.0964, 1.7386, 0.9894], [5.1837, 1.4169, -1.8476], [5.9844, 2.0669, -0.4324], [4.8882, 4.1414, -0.5590], [5.1470, 3.7591, -2.2456], [2.8121, 4.6996, -1.5620], [2.8256, 3.3106, -2.6278], [1.1488, 2.9268, -0.8828], [2.3010, 3.3427, 0.3830], [-0.0560, -1.6309, -0.6911], [-1.4270, -2.2303, -2.7338], [-3.5654, -1.9795, -3.9570], [-5.0661, -0.0656, -3.4657], [-4.3448, 1.7066, -1.8737], [-2.1605, 1.5299, -0.7185], [-2.7461, -0.1126, 1.1182], [-1.2516, 0.3927, 1.9039], [-1.9849, -0.4702, 3.9024], [-3.4787, -1.0338, 3.1357], [-2.0637, -4.3016, 2.2929], [-3.5192, -3.2827, 2.1790], [-1.3100, -3.4904, 0.2693], [-2.7838, -2.5260, 0.0951], [-0.0801, -1.7803, 4.0075], [-0.0538, -3.4369, 3.3769], [0.6682, -2.6391, 1.3113], [0.7100, -1.0094, 1.9704]],
  "forces_ev_per_a": [[0.4, 0.6, 0.8], [-0.8, -0.3, -0.3], [-0.4, -0.2, 0.1], [0.1, 0.0, 0.1], [0.1, 0.0, -0.5], [0.0, 0.0, 0.2], [-0.3, -0.3, -0.4], [0.2, 0.0, 0.1], [1.1, -1.7, -1.0], [-0.1, 0.2, 0.2], [-0.4, -0.2, 0.5], [0.8, -0.1, 0.3], [-0.5, -0.4, 0.1], [0.6, 0.1, 0.3], [-0.4, -0.4, 0.5], [-1.3, 0.2, 2.5], [0.1, 0.4, -0.5], [0.1, -0.9, 0.5], [0.2, -0.2, -0.4], [0.2, 0.5, 1.4], [0.4, 0.7, -1.2], [-1.4, -0.2, 0.6], [0.3, 0.5, -1.1], [0.0, -1.1, -0.2], [-0.1, 0.7, -0.3], [0.0, 0.1, 0.0], [0.0, 0.0, 0.0], [-0.3, 0.1, 0.2], [-0.4, -0.1, -0.1], [0.0, 0.0, 0.1], [-0.1, -0.1, 0.3], [0.1, -0.4, 0.1], [0.1, -0.1, 0.3], [0.2, -0.1, -0.1], [-0.1, -0.1, 0.0], [0.4, 0.9, -1.1], [-0.3, 0.3, 0.3], [0.3, 0.4, 0.2], [0.4, 0.1, 0.0], [0.3, -0.1, -0.3], [-0.3, -0.3, -0.2], [0.2, -0.2, -0.1], [0.1, 0.0, -0.2], [-0.1, 0.0, -0.2], [0.3, 0.0, -0.1], [-0.1, 0.4, -0.2], [0.4, 0.0, -0.1], [0.1, 0.3, -0.2], [0.2, 0.2, 0.0], [0.0, -0.2, -0.3], [-0.1, 0.4, -0.2], [-0.2, 0.1, -0.2], [-0.1, 0.1, -0.2]],
  "nbo_charge": [-0.442, 0.133, -0.399, -0.206, -0.411, -0.405, -0.405, -0.220, -0.026, -0.091, -0.194, -0.202, -0.193, -0.224, -0.145, -0.220, -0.261, -0.257, -0.385, -0.259, -0.245, -0.259, -0.253, 0.213, 0.196, 0.209, 0.184, 0.209, 0.226, 0.204, 0.227, 0.225, 0.209, 0.215, 0.189, 0.211, 0.221, 0.233, 0.231, 0.229, 0.204, 0.236, 0.230, 0.220, 0.223, 0.225, 0.227, 0.222, 0.241, 0.223, 0.227, 0.222, 0.238],
  "e_above_lowest_kj_mol": 0.0,
  "gap_ev": 8.7,
  "charge": 1,
  "smiles": "C(=C\\N1CCCCC1)/[C@H](c1ccccc1)[N+]12CCN(CC1)CC2"
}

---

{
  "formula": "C20H30N4O4",
  "method": "wB97M-V/def2-TZVPD",
  "elements": ["C", "O", "C", "C", "C", "C", "N", "C", "C", "O", "N", "C", "C", "C", "O", "C", "N", "C", "O", "C", "N", "C", "C", "C", "C", "C", "C", "C", "H", "H", "H", "H", "H", "H", "H", "H", "H", "H", "H", "H", "H", "H", "H", "H", "H", "H", "H", "H", "H", "H", "H", "H", "H", "H", "H", "H", "H", "H"],
  "xyz": [[0.5014, 7.3283, -1.6512], [0.7739, 5.9597, -1.4354], [0.8927, 5.1678, -2.5449], [0.7528, 5.6073, -3.8540], [0.9167, 4.7154, -4.9036], [1.2228, 3.3737, -4.6946], [1.3373, 2.4985, -5.7667], [1.3375, 2.9315, -3.3634], [1.6553, 1.4964, -3.0788], [2.3591, 0.8211, -3.8185], [1.1110, 0.9958, -1.9388], [1.2816, -0.3842, -1.5281], [-0.0589, -1.0981, -1.4131], [0.0705, -2.4870, -0.8227], [0.9472, -3.2167, -1.6452], [0.3709, -2.4967, 0.7030], [-1.0050, -2.9382, 0.9144], [-1.8710, -2.9743, 1.9462], [-3.0334, -3.3101, 1.7825], [-1.3060, -2.5128, 3.2960], [-0.0506, -3.2111, 3.5340], [-0.2839, -4.6387, 3.7004], [0.7493, -2.6997, 4.6324], [-1.3348, -0.9587, 3.3108], [-2.7316, -1.0405, 3.9655], [-2.4269, -2.4984, 4.3670], [-1.2964, -3.1455, -0.4977], [1.1825, 3.8313, -2.3158], [0.4525, 7.7880, -0.6680], [1.2945, 7.8062, -2.2336], [-0.4551, 7.4699, -2.1626], [0.5258, 6.6400, -4.0765], [0.8051, 5.0744, -5.9201], [1.9147, 1.6921, -5.5732], [1.5434, 2.9420, -6.6466], [0.4280, 1.5608, -1.4636], [1.9071, -0.8659, -2.2747], [1.8168, -0.4251, -0.5741], [-0.7410, -0.5247, -0.7756], [-0.5215, -1.1721, -2.4005], [1.0506, -4.1059, -1.2910], [1.1132, -3.2383, 1.0056], [0.6262, -1.5378, 1.1570], [0.6722, -5.1603, 3.7521], [-0.8500, -4.8702, 4.6154], [-0.8440, -5.0340, 2.8519], [1.6513, -3.3069, 4.7130], [1.0627, -1.6747, 4.4451], [0.2359, -2.7377, 5.6052], [-0.6020, -0.5472, 4.0018], [-1.2404, -0.4511, 2.3497], [-2.9358, -0.3324, 4.7660], [-3.5304, -0.9959, 3.2282], [-3.2211, -3.2301, 4.2460], [-2.0036, -2.5604, 5.3704], [-2.1893, -2.6293, -0.8529], [-1.3530, -4.2001, -0.7827], [1.3231, 3.5107, -1.2911]],
  "forces_ev_per_a": [[0.0, 0.0, 0.0], [0.0, 0.0, 0.0], [0.0, 0.0, 0.0], [0.0, 0.0, 0.0], [0.0, 0.1, 0.0], [0.0, -0.1, 0.0], [0.0, 0.0, 0.0], [0.0, 0.0, 0.0], [0.0, 0.0, 0.0], [0.0, 0.0, 0.0], [0.0, 0.0, 0.0], [0.0, 0.0, 0.0], [0.0, 0.0, 0.0], [0.0, 0.0, 0.0], [0.0, 0.0, 0.0], [0.0, 0.0, 0.0], [0.0, -0.1, -0.1], [0.0, 0.1, 0.0], [0.0, 0.0, 0.0], [0.0, 0.0, 0.0], [0.0, 0.0, 0.0], [0.0, 0.0, 0.0], [0.0, 0.0, 0.0], [0.0, 0.0, 0.0], [0.0, 0.0, 0.0], [0.0, 0.0, 0.0], [0.0, 0.0, 0.0], [0.0, 0.0, 0.0], [0.0, 0.0, 0.0], [0.0, 0.0, 0.0], [0.0, 0.0, 0.0], [0.0, 0.0, 0.0], [0.0, 0.0, 0.0], [0.0, 0.0, 0.0], [0.0, 0.0, 0.0], [0.0, 0.0, 0.0], [0.0, 0.0, 0.0], [0.0, 0.0, 0.0], [0.0, 0.0, 0.0], [0.0, 0.0, 0.0], [0.0, 0.0, 0.0], [0.0, 0.0, 0.0], [0.0, 0.0, 0.0], [0.0, 0.0, 0.0], [0.0, 0.0, 0.0], [0.0, 0.0, 0.0], [0.0, 0.0, 0.0], [0.0, 0.0, 0.0], [0.0, 0.0, 0.0], [0.0, 0.0, 0.0], [0.0, 0.0, 0.0], [0.0, 0.0, 0.0], [0.0, 0.0, 0.0], [0.0, 0.0, 0.0], [0.0, 0.0, 0.0], [0.0, 0.0, 0.0], [0.0, 0.0, 0.0], [0.0, 0.0, 0.0]],
  "nbo_charge": [-0.251, -0.498, 0.256, -0.257, -0.249, 0.178, -0.811, -0.129, 0.662, -0.648, -0.605, -0.231, -0.406, 0.249, -0.705, -0.220, -0.443, 0.692, -0.628, 0.044, -0.449, -0.414, -0.409, -0.402, -0.401, -0.420, -0.221, -0.230, 0.199, 0.174, 0.173, 0.218, 0.208, 0.417, 0.372, 0.395, 0.253, 0.185, 0.200, 0.224, 0.471, 0.205, 0.200, 0.200, 0.174, 0.208, 0.204, 0.200, 0.167, 0.210, 0.203, 0.205, 0.219, 0.234, 0.201, 0.211, 0.196, 0.219],
  "e_above_lowest_kj_mol": 270.3,
  "gap_ev": 8.1,
  "charge": 0,
  "smiles": "COc1ccc(N)c(C(=O)NCCC2(O)CN(C(=O)C3(N(C)C)CCC3)C2)c1"
}

---

{
  "formula": "C20H30N9S2Sn",
  "method": "wB97M-V/def2-TZVPD",
  "elements": ["Sn", "N", "C", "S", "N", "N", "C", "C", "C", "C", "C", "C", "C", "C", "C", "C", "C", "C", "N", "H", "H", "H", "H", "H", "H", "H", "H", "H", "H", "H", "N", "N", "C", "N", "S", "H", "H", "H", "H", "H", "C", "C", "N", "C", "C", "C", "C", "N", "H", "H", "H", "H", "H", "H", "H", "H", "H", "H", "H", "H", "H", "H"],
  "xyz": [[-1.8011, 0.0601, -2.1065], [2.0004, -2.3755, -3.1362], [0.9515, -1.7610, -2.5967], [0.5511, -0.2457, -3.3407], [0.3989, -2.2894, -1.5031], [-0.7469, -1.7619, -0.9975], [-1.2099, -2.2858, 0.0965], [-0.5490, -3.4426, 0.7421], [-0.0940, -3.3540, 2.0837], [0.3426, -4.5315, 2.7207], [0.3290, -5.7728, 2.0627], [-0.0217, -5.8075, 0.7145], [-0.4899, -4.6709, 0.0683], [-2.5217, -1.8235, 0.6151], [-3.1350, -2.2629, 1.7923], [-4.4145, -1.8440, 2.0632], [-4.9803, -0.9162, 1.2449], [-4.2665, -0.4223, 0.1479], [-3.0705, -0.8995, -0.1642], [2.3653, -2.0385, -4.0217], [2.2880, -3.2961, -2.8195], [-0.2165, -2.4363, 2.6126], [0.6872, -4.4790, 3.7440], [0.6798, -6.6864, 2.5182], [-0.1294, -6.7322, 0.0922], [-0.7852, -4.6101, -0.9888], [-2.6623, -2.9128, 2.5075], [-4.8756, -2.1269, 2.9683], [-5.8843, -0.3585, 1.5356], [-4.6014, 0.3841, -0.4503], [3.4957, 1.9007, -2.6662], [3.0389, 2.7168, -3.7492], [1.9250, 3.4914, -3.6057], [1.6022, 4.1489, -4.7212], [0.9611, 3.5577, -2.2758], [4.3775, 2.2330, -2.4368], [3.5377, 0.9129, -2.9210], [3.4760, 2.6525, -4.6191], [2.0844, 4.0725, -5.6111], [0.7896, 4.7488, -4.6649], [-1.5292, 3.4992, 1.9971], [-0.2262, 3.6344, 1.1298], [0.6193, 2.4547, 0.9921], [1.8880, 2.5833, 1.5950], [1.8539, 2.5351, 3.1108], [0.2320, 1.3692, 0.2903], [1.2250, 0.2596, -0.0312], [-0.9228, 1.2778, -0.3385], [-2.2907, 4.1757, 1.6606], [-1.3255, 3.7543, 3.0167], [-1.8381, 2.4360, 1.8955], [0.3554, 4.4869, 1.4388], [-0.6129, 3.9022, 0.1038], [2.3017, 3.5574, 1.2548], [2.5576, 1.8126, 1.1361], [1.0998, 3.2248, 3.5187], [2.7762, 2.8120, 3.6071], [1.5520, 1.5520, 3.4461], [1.3667, 0.2916, -1.1166], [0.7410, -0.7374, 0.1539], [2.1874, 0.2522, 0.4422], [-1.4370, 2.1306, -0.2369]],
  "forces_ev_per_a": [[0.9, 0.0, 0.8], [0.9, -0.8, -0.4], [-1.4, 0.7, 1.2], [-0.7, 0.1, 0.0], [0.6, -0.7, -0.7], [-0.2, 0.2, -0.8], [0.5, -0.5, -0.3], [0.4, -0.4, 1.3], [-0.6, -1.7, -1.2], [-0.1, 0.1, -0.3], [0.4, 0.8, -0.7], [-1.2, -0.7, -1.1], [0.1, 1.2, -0.1], [0.7, 0.0, 0.0], [0.5, -0.5, -0.5], [0.7, 0.4, -0.1], [-1.0, 2.2, -0.6], [0.3, -1.0, 1.0], [-0.7, 0.3, -0.1], [-0.2, -0.1, 0.5], [-0.2, 0.3, 0.0], [0.3, 0.5, 0.4], [0.0, 0.0, 0.1], [-0.1, 0.1, 0.3], [0.6, 0.6, 1.0], [0.1, -0.6, 0.5], [0.3, -0.3, -0.2], [-0.6, -0.4, 0.8], [0.2, -0.7, -0.3], [-0.6, 0.6, -0.5], [-1.9, 0.0, -1.4], [-0.8, -0.6, 2.7], [0.6, -1.1, -0.6], [-0.5, 0.9, -0.9], [-0.3, 0.1, 0.8], [2.0, 0.5, 0.7], [-0.2, 0.4, -0.2], [0.8, -0.1, -1.4], [-0.1, 0.0, 0.5], [0.3, -0.2, -0.1], [1.5, -1.3, -0.6], [-2.3, 0.3, -1.5], [-1.9, -0.6, -0.2], [2.7, 0.2, -0.3], [-0.7, 0.2, 0.3], [1.2, 0.0, -0.9], [-1.3, -1.0, 0.2], [0.1, -0.2, 0.0], [-0.4, 0.2, -0.4], [0.1, -0.2, 0.7], [-0.2, 0.8, 0.4], [0.4, 0.0, 0.2], [0.7, -0.2, 0.7], [-0.1, -0.5, 0.2], [-0.4, 0.9, 0.8], [0.1, -0.1, -0.3], [0.4, -0.1, -0.3], [0.0, -0.4, 0.1], [0.1, 0.3, 0.3], [0.7, 1.3, 0.1], [0.1, 0.2, 0.3], [-0.6, 0.4, 0.0]],
  "nbo_charge": [1.191, -0.775, 0.312, -0.328, -0.460, -0.319, 0.230, -0.095, -0.204, -0.202, -0.198, -0.206, -0.168, 0.162, -0.205, -0.145, -0.229, 0.064, -0.480, 0.413, 0.414, 0.213, 0.223, 0.230, 0.229, 0.225, 0.246, 0.233, 0.238, 0.207, -0.625, -0.455, 0.284, -0.790, -0.308, 0.355, 0.361, 0.371, 0.395, 0.423, -0.623, -0.230, -0.397, -0.206, -0.623, 0.581, -0.702, -0.908, 0.223, 0.218, 0.208, 0.229, 0.210, 0.208, 0.218, 0.208, 0.231, 0.209, 0.273, 0.245, 0.227, 0.375],
  "e_above_lowest_kj_mol": 80.2,
  "gap_ev": 7.2,
  "charge": 1
}